Record 1
DFT (ωB97M-V/def2-TZVPD) results for C5H11ClO2 in the gas phase at a distorted geometry.

Each line ends with the Mulliken charge.
Atoms and positions in Å:
O (1.912, -0.911, -1.117)  -0.593
O (0.764, -1.961, 1.016)  -0.544
Cl (-1.355, -1.190, -1.407)  -0.245
C (1.424, -0.010, -0.158)  0.017
H (-1.621, -1.323, 0.889)  0.527
H (0.206, -0.156, 1.784)  0.243
C (-1.119, -0.553, 0.315)  0.006
H (0.113, 1.210, -1.493)  0.199
H (-1.796, 1.437, -0.186)  0.322
H (1.085, -1.000, -1.696)  0.450
C (0.358, -0.686, 0.759)  -0.159
H (0.658, 2.110, -0.008)  0.270
H (-1.819, 1.162, 1.503)  0.289
C (0.991, 1.360, -0.787)  -1.142
H (1.143, -2.345, 0.242)  0.439
H (2.150, 0.255, 0.595)  0.417
H (-2.990, 0.245, 0.503)  0.378
C (-1.964, 0.656, 0.511)  -1.298
H (1.860, 1.697, -1.266)  0.424

Atoms 1-2, force components in eV/Å:
-1.970 0.059 -1.005
-0.708 -0.907 1.495

## Properties
E_tot = -807.7565 Eh
ΔE to the lowest compared entry with this formula, charge and spin = 0.4887 eV
SMILES string = C[C@H](O)[C@H](O)[C@@H](C)Cl
HOMO energy = -9.9992 eV
HOMO-LUMO gap = 10.75 eV
Net charge = 0

***

Record 2
DFT (ωB97M-V/def2-TZVPD) results for 2 unconnected molecules or ions with the total composition C5H11ClOS.

Each line ends with the Mulliken charge.
Atoms and positions in Å:
H (-0.734, -1.721, 0.100)  0.297
H (0.278, 0.397, 2.060)  0.445
H (-0.476, -0.828, -2.240)  0.331
C (0.048, 0.046, -1.859)  -1.412
C (1.904, -1.298, -0.797)  -1.470
S (-1.882, 2.978, 1.969)  0.162
C (0.780, -0.285, -0.558)  0.785
Cl (-1.770, 3.418, -0.018)  -0.146
H (1.505, -2.218, -1.224)  0.334
H (2.388, -1.543, 0.149)  0.371
C (-0.304, -0.434, 1.689)  -1.493
H (1.220, 0.635, -0.158)  0.223
O (-2.612, 1.524, 1.974)  -0.465
H (2.651, -0.891, -1.475)  0.401
H (-0.940, -0.935, 2.402)  0.472
H (-0.678, 0.838, -1.692)  0.260
H (-1.965, 0.802, 1.847)  0.468
H (0.754, 0.380, -2.615)  0.406
C (-0.166, -0.866, 0.446)  0.032

Atoms 1-2, force components in eV/Å:
-0.130 -0.162 -0.005
0.105 0.179 0.019

## Properties
E_tot = -1130.6863 Eh
ΔE to the lowest compared entry with this formula, charge and spin = 0.9204 eV
SMILES string = C=CC(C)C.OSCl
HOMO energy = -8.9477 eV
HOMO-LUMO gap = 9.35 eV
Net charge = 0

***

Record 3
DFT (ωB97M-V/def2-TZVPD) results for a molecular structure, C5H11CsO4 at a distorted geometry.

Each line ends with the Mulliken charge.
Atoms and positions in Å:
H (-1.121, 3.980, -1.578)  0.219
H (1.629, 3.250, -1.411)  0.135
H (-0.807, 2.794, -2.927)  0.199
H (0.144, 4.260, -2.776)  0.269
H (0.281, -3.242, -2.958)  0.248
C (3.643, -0.838, -0.140)  -0.588
C (1.039, -2.452, -3.046)  -0.591
O (0.331, -1.416, -0.630)  -0.560
H (0.790, 1.729, -1.787)  -0.173
C (0.645, 2.731, -1.303)  0.109
Cs (-2.009, 0.727, 1.305)  0.940
O (1.880, -2.418, -1.885)  -0.323
H (4.380, -1.498, -0.613)  0.269
C (1.508, -1.635, -0.885)  0.772
H (3.477, 0.048, -0.762)  0.303
H (1.705, -2.657, -3.888)  0.236
O (2.411, -1.537, 0.075)  -0.299
H (0.536, -1.481, -3.168)  0.297
C (-0.356, 3.473, -2.188)  -0.806
O (0.346, 2.544, 0.025)  -0.877
H (3.991, -0.549, 0.856)  0.222

Atoms 1-2, force components in eV/Å:
0.106 -0.300 -0.152
-0.148 -0.069 -0.030

## Properties
E_tot = -518.1246 Eh
ΔE to the lowest compared entry with this formula, charge and spin = 0.0000 eV
HOMO energy = -5.7811 eV
HOMO-LUMO gap = 5.20 eV
Net charge = 0

***

Record 4
DFT (ωB97M-V/def2-TZVPD) results for 2 unconnected molecules or ions with the total composition C5H11F at a distorted geometry.

Each line ends with the Mulliken charge.
Atoms and positions in Å:
H (2.852, -0.966, 0.079)  0.301
C (-1.848, -0.826, -0.107)  -1.068
H (-1.691, 2.178, -0.196)  0.265
H (0.196, 1.855, -1.089)  0.242
C (-0.582, 0.181, 0.205)  0.985
H (1.894, -0.144, 1.351)  0.254
H (0.284, 1.914, 1.148)  0.252
H (-2.183, -1.250, -1.199)  0.263
C (1.963, -0.253, 0.212)  -0.960
H (2.100, 0.788, -0.199)  0.224
H (0.595, -1.718, -0.481)  0.377
C (0.638, -0.578, -0.483)  -0.700
H (-2.814, -0.538, 0.497)  0.301
H (-1.353, -1.831, 0.431)  0.264
F (-0.299, -0.189, 1.540)  -0.321
H (0.745, -0.341, -1.640)  0.289
C (-0.495, 1.717, -0.069)  -0.968

Atoms 1-2, force components in eV/Å:
-1.440 1.174 -0.504
-0.097 -2.004 1.129

## Properties
E_tot = -296.8106 Eh
ΔE to the lowest compared entry with this formula, charge and spin = 4.3849 eV
HOMO energy = -10.6374 eV
HOMO-LUMO gap = 11.45 eV
Net charge = 0